(1)
{
  "formula": "C17H45AgN5O22P2S",
  "method": "ωB97M-V with the def2-TZVPD basis set",
  "species": ["Ag", "S", "O", "O", "O", "O", "C", "C", "O", "P", "O", "O", "C", "C", "O", "C", "C", "H", "H", "H", "H", "H", "H", "H", "H", "H", "H", "H", "H", "H", "H", "H", "C", "C", "O", "P", "O", "O", "C", "C", "O", "C", "C", "H", "H", "H", "H", "H", "H", "H", "H", "H", "H", "H", "H", "H", "H", "H", "C", "N", "O", "O", "H", "H", "H", "C", "N", "O", "O", "H", "H", "H", "C", "N", "O", "O", "H", "H", "H", "C", "N", "O", "O", "H", "H", "H", "C", "N", "O", "O", "H", "H", "H"],
  "xyz": [[-0.193, -0.569, -1.904], [0.553, -1.176, 0.729], [-0.244, -1.968, -0.264], [0.765, 0.048, -0.074], [-0.210, -0.944, 1.943], [1.808, -1.852, 0.979], [-5.628, -0.482, -2.991], [-4.789, 0.742, -2.710], [-4.730, 0.994, -1.292], [-3.485, 0.455, -0.469], [-2.225, 0.275, -1.225], [-3.462, 1.546, 0.675], [-2.401, 1.526, 1.643], [-2.354, 2.918, 2.266], [-4.092, -0.861, 0.223], [-3.279, -2.032, 0.437], [-4.206, -3.198, 0.776], [-6.490, -0.504, -2.318], [-5.959, -0.507, -4.026], [-5.095, -1.385, -2.677], [-3.794, 0.606, -3.138], [-5.232, 1.634, -3.154], [-2.618, 0.788, 2.420], [-1.440, 1.234, 1.212], [-2.346, 3.659, 1.468], [-3.204, 3.030, 2.938], [-1.488, 3.085, 2.909], [-2.815, -2.318, -0.512], [-2.535, -1.812, 1.200], [-5.228, -3.098, 0.414], [-3.856, -4.162, 0.407], [-4.276, -3.248, 1.867], [4.169, 1.336, -1.981], [3.372, 1.968, -3.097], [2.334, 2.782, -2.478], [0.823, 2.762, -2.988], [0.110, 1.504, -2.668], [0.175, 4.015, -2.257], [-0.354, 3.878, -0.911], [0.697, 3.588, 0.140], [0.887, 3.149, -4.516], [1.158, 4.495, -4.916], [-0.107, 5.150, -5.465], [4.873, 2.058, -1.565], [3.528, 0.993, -1.169], [4.719, 0.444, -2.281], [3.887, 2.563, -3.848], [2.841, 1.170, -3.634], [-0.908, 4.791, -0.714], [-1.067, 3.049, -0.880], [1.252, 4.471, 0.460], [0.148, 3.198, 1.003], [1.419, 2.825, -0.137], [1.621, 5.102, -4.136], [1.897, 4.438, -5.720], [-0.521, 4.502, -6.236], [-0.814, 5.304, -4.651], [0.124, 6.113, -5.919], [4.772, -2.686, 1.253], [5.219, -1.263, 1.295], [5.399, -0.743, 2.365], [5.504, -0.778, 0.218], [5.552, -3.176, 0.676], [3.827, -2.833, 0.742], [4.660, -3.077, 2.258], [2.391, 0.896, 2.766], [3.088, 1.290, 4.019], [2.434, 1.484, 5.012], [4.264, 1.542, 3.906], [2.969, 0.146, 2.241], [2.334, 1.834, 2.221], [1.425, 0.501, 3.060], [0.221, -4.548, 1.962], [-1.122, -5.027, 2.400], [-1.672, -4.461, 3.311], [-1.554, -5.977, 1.790], [0.917, -5.359, 1.789], [0.592, -3.745, 2.589], [-0.043, -4.083, 1.009], [-1.552, -1.513, 4.624], [-1.472, -0.476, 5.681], [-2.381, 0.316, 5.817], [-0.560, -0.602, 6.471], [-0.540, -1.611, 4.243], [-2.231, -1.221, 3.834], [-1.787, -2.450, 5.118], [2.091, -3.879, -1.597], [3.094, -4.903, -1.196], [4.195, -4.859, -1.687], [2.735, -5.727, -0.383], [1.364, -3.893, -0.793], [1.583, -4.270, -2.476], [2.574, -2.919, -1.723]],
  "atomic_forces_ev_per_a": [[-0.1, 0.5, 0.1], [0.7, -1.5, 2.5], [-0.9, -1.0, -1.1], [0.5, 2.0, -0.6], [0.0, 0.2, -0.8], [0.0, 0.1, -0.1], [-0.2, -0.3, 1.0], [-0.3, 0.0, -0.4], [1.0, -0.1, 0.0], [-1.4, -0.1, 0.7], [-0.7, -0.1, 0.2], [0.3, -0.4, -0.7], [0.5, 0.3, 1.0], [0.0, -0.4, 0.2], [0.6, 0.8, -0.5], [-0.6, -0.9, -1.1], [-0.1, 0.1, 1.2], [-0.2, 0.4, -0.3], [0.1, -0.2, 0.0], [0.2, 0.0, -0.5], [0.1, 0.2, 0.2], [0.0, 0.0, 0.1], [-0.2, -0.1, -0.1], [-0.2, 0.1, -0.3], [-0.2, 0.2, 0.1], [-0.2, 0.3, -0.3], [0.2, -0.3, -0.2], [0.4, 0.5, 0.2], [0.1, -0.2, 0.0], [0.1, 0.4, -0.3], [0.3, 0.1, 0.1], [-0.2, -0.3, -0.1], [0.6, 0.3, 0.2], [-1.4, -1.2, 0.1], [-0.5, 0.5, -0.3], [0.7, 0.6, 1.0], [0.2, -0.1, -0.9], [0.3, -0.5, -0.4], [-0.1, -0.7, 0.2], [-0.1, 0.3, 0.5], [-0.5, -0.6, 0.8], [0.2, 1.1, -1.1], [0.4, -0.3, 0.4], [0.0, -0.1, 0.1], [-0.3, 0.2, -0.1], [0.1, 0.2, -0.3], [0.3, 0.1, 0.3], [0.2, 0.1, -0.1], [0.2, 0.1, -0.1], [0.0, 0.0, -0.4], [0.0, 0.0, -0.1], [0.2, 0.1, 0.1], [-0.1, -0.1, -0.3], [-0.2, -0.3, 0.3], [0.0, -0.2, 0.1], [-0.2, 0.0, 0.1], [-0.2, 0.0, -0.1], [0.1, 0.0, 0.1], [0.0, -0.5, 0.0], [0.2, -0.8, -0.3], [-0.2, 0.3, 0.3], [-0.2, 0.4, -0.2], [0.0, -0.2, 0.2], [0.0, 0.6, -0.1], [0.3, 0.2, 0.1], [-0.3, -0.2, 0.5], [0.3, 0.6, -0.6], [-0.5, -0.3, 0.5], [0.6, -0.1, 0.1], [0.2, 0.1, 0.0], [-0.2, -0.2, -0.3], [-0.1, 0.1, -0.2], [-0.4, 1.0, -0.7], [1.1, -0.6, 0.1], [-0.4, 0.4, 0.3], [-0.4, -0.2, -0.1], [-0.2, -0.2, 0.2], [-0.1, -0.3, 0.3], [0.4, -0.1, -0.1], [0.9, 0.0, -0.3], [-0.5, -0.6, 1.1], [-0.1, 0.3, -0.6], [0.3, 0.2, -0.2], [-0.1, 0.0, -0.2], [-0.2, 0.0, 0.2], [-0.4, 0.1, 0.0], [-0.6, -0.6, 0.4], [0.0, 0.1, 0.1], [0.4, 0.2, -0.3], [-0.2, -0.2, 0.2], [0.1, 0.4, 0.0], [0.3, 0.2, -0.2], [0.1, 0.0, -0.1]],
  "e_lumo_ev": [-1.107, -3.910],
  "homo_energy_ev": [-10.41, -10.40],
  "multiplicity": 2,
  "gap_ev": [9.2997, 6.4921],
  "charge": 0
}

---

(2)
{
  "formula": "C18H24N6RuSi2",
  "method": "ωB97M-V with the def2-TZVPD basis set",
  "species": ["Ru", "C", "Si", "C", "C", "C", "C", "C", "C", "C", "Si", "C", "C", "H", "H", "H", "H", "H", "H", "H", "H", "H", "H", "H", "H", "H", "H", "H", "H", "N", "C", "N", "C", "N", "N", "C", "N", "C", "C", "C", "C", "C", "N", "H", "H", "H", "H", "H", "H", "H", "H"],
  "xyz": [[12.447, 8.187, 6.285], [14.238, 5.347, 5.267], [14.625, 6.970, 5.938], [14.881, 8.389, 4.761], [15.931, 6.989, 7.204], [17.304, 6.756, 7.000], [18.150, 7.029, 8.046], [17.636, 7.433, 9.280], [16.281, 7.566, 9.510], [15.415, 7.391, 8.445], [13.609, 7.568, 8.488], [12.482, 6.185, 8.808], [13.033, 9.042, 9.505], [15.168, 4.912, 4.866], [13.529, 5.397, 4.467], [13.962, 4.595, 6.001], [15.891, 8.263, 4.404], [14.818, 9.361, 5.368], [14.233, 8.479, 3.903], [17.741, 6.381, 6.058], [19.188, 6.922, 7.920], [18.285, 7.568, 10.134], [15.961, 7.862, 10.480], [12.607, 5.820, 9.819], [12.556, 5.337, 8.146], [11.465, 6.608, 8.743], [12.951, 8.587, 10.522], [12.018, 9.461, 9.439], [13.757, 9.937, 9.571], [10.392, 5.564, 5.438], [9.775, 6.730, 5.306], [8.518, 6.700, 4.936], [7.851, 7.840, 4.774], [6.543, 7.838, 4.585], [8.504, 9.026, 4.817], [9.772, 8.995, 5.135], [10.466, 7.914, 5.480], [10.501, 10.281, 5.165], [9.881, 11.482, 4.914], [10.646, 12.615, 4.971], [11.999, 12.547, 5.264], [12.538, 11.284, 5.578], [11.834, 10.168, 5.511], [9.794, 4.774, 5.321], [11.155, 5.438, 6.090], [6.045, 6.963, 4.558], [5.977, 8.674, 4.412], [8.811, 11.482, 4.667], [10.289, 13.607, 4.759], [12.579, 13.429, 5.360], [13.562, 11.279, 5.860]],
  "atomic_forces_ev_per_a": [[0.3, 0.4, -0.1], [0.5, -1.1, -0.3], [0.1, 0.5, 0.3], [-0.7, 1.3, 1.0], [0.2, -0.1, -0.2], [-0.4, 0.0, -0.4], [-0.8, 0.2, 0.7], [0.2, -0.4, 0.4], [0.7, 0.2, -0.5], [0.5, -0.3, -0.2], [-0.4, 1.3, -0.3], [-0.9, -0.3, 0.2], [0.5, 1.2, 0.9], [-0.1, 0.3, -0.2], [-0.5, -0.2, -0.5], [-0.4, 0.1, 0.2], [0.6, 0.2, -0.2], [0.4, -1.2, -0.9], [-0.3, 0.0, -0.4], [-0.5, 0.3, 0.4], [1.2, -0.2, -0.1], [0.3, 0.1, -0.1], [-0.4, 0.1, 0.6], [0.0, -0.2, 0.4], [0.1, -0.3, -0.2], [0.1, -0.3, 0.1], [0.4, 0.2, -0.3], [0.2, -0.2, -0.6], [-1.0, -1.5, -0.2], [0.9, -0.5, 0.5], [-0.7, 1.4, -0.3], [-0.7, -1.0, 0.0], [0.8, 0.5, 0.2], [-0.6, 0.1, -0.2], [0.2, 0.7, -0.2], [-1.3, 0.8, -0.1], [0.3, -2.0, 0.3], [1.1, -0.5, 0.5], [-0.9, -0.8, -0.3], [1.3, 1.3, -0.2], [-0.8, -1.8, 0.6], [-0.5, 1.8, -0.6], [-1.1, 0.4, 0.0], [-0.3, -0.5, 0.0], [0.0, 0.2, -0.2], [0.2, -0.1, 0.0], [0.8, -0.4, 0.2], [0.6, 0.0, 0.2], [-0.6, 0.1, 0.0], [0.6, 0.5, -0.1], [0.7, -0.5, 0.3]],
  "e_lumo_ev": [-6.572, -8.474],
  "homo_energy_ev": [-14.81, -14.85],
  "multiplicity": 5,
  "gap_ev": [8.2422, 6.3717],
  "charge": 2
}

---

(3)
{
  "formula": "C23H23N2O3",
  "method": "ωB97M-V with the def2-TZVPD basis set",
  "species": ["C", "H", "O", "C", "C", "C", "C", "C", "C", "O", "C", "H", "H", "C", "O", "N", "C", "C", "C", "C", "C", "C", "H", "H", "H", "H", "H", "H", "H", "H", "C", "C", "C", "C", "C", "N", "C", "C", "H", "H", "C", "H", "H", "H", "H", "H", "H", "H", "H", "H", "H"],
  "xyz": [[-2.275, -1.991, 0.023], [-2.845, -1.498, -0.767], [-0.892, -1.727, -0.080], [-0.370, -0.489, 0.076], [1.015, -0.460, 0.055], [1.752, 0.722, 0.197], [1.033, 1.913, 0.385], [-0.341, 1.910, 0.400], [-1.077, 0.733, 0.235], [-2.429, 0.707, 0.218], [-3.148, 1.926, 0.162], [-3.111, 2.446, 1.129], [-2.748, 2.590, -0.612], [-4.632, 1.678, -0.178], [-5.275, 2.549, -0.713], [-5.070, 0.463, 0.208], [-6.344, -0.108, 0.046], [-7.415, 0.585, -0.505], [-8.642, -0.045, -0.629], [-8.811, -1.353, -0.211], [-7.742, -2.042, 0.338], [-6.513, -1.425, 0.467], [-5.678, -1.963, 0.895], [-7.865, -3.063, 0.668], [-9.771, -1.836, -0.310], [-9.471, 0.497, -1.057], [-7.285, 1.603, -0.831], [-4.389, -0.145, 0.642], [-0.860, 2.842, 0.547], [1.559, 2.846, 0.515], [3.179, 0.776, 0.162], [4.024, -0.272, -0.033], [5.440, -0.199, -0.076], [6.196, 0.986, 0.092], [7.559, 0.960, 0.031], [8.241, -0.180, -0.191], [7.560, -1.333, -0.356], [6.199, -1.374, -0.305], [5.693, -2.316, -0.442], [8.149, -2.221, -0.530], [9.684, -0.194, -0.251], [10.088, -0.818, 0.548], [10.018, -0.599, -1.207], [10.076, 0.814, -0.140], [8.143, 1.859, 0.158], [5.707, 1.928, 0.272], [3.610, -1.260, -0.176], [3.593, 1.766, 0.300], [1.504, -1.410, -0.082], [-2.659, -1.706, 1.006], [-2.362, -3.071, -0.094]],
  "atomic_forces_ev_per_a": [[-0.5, -0.3, 0.0], [0.0, -0.1, 0.1], [0.3, 0.1, -0.1], [0.1, 0.2, 0.0], [-0.1, 0.2, 0.0], [-1.0, 0.2, 0.1], [0.4, -0.4, -0.1], [-0.4, -0.1, 0.0], [0.4, 0.0, 0.0], [0.1, -0.3, 0.0], [-0.3, 0.6, -0.1], [0.1, -0.1, -0.1], [-0.1, -0.1, 0.1], [0.8, -0.1, 0.1], [-0.1, 0.2, 0.0], [0.1, -0.4, 0.2], [-0.3, -0.1, -0.1], [0.1, 0.2, 0.0], [0.0, -0.1, 0.1], [-0.1, 0.0, 0.0], [0.0, 0.0, 0.0], [0.0, 0.1, 0.0], [0.1, -0.1, 0.1], [0.0, -0.1, 0.0], [-0.1, 0.0, 0.0], [-0.1, 0.1, 0.0], [0.0, 0.0, 0.0], [0.0, 0.2, -0.1], [-0.1, 0.1, 0.0], [0.1, 0.1, 0.0], [0.8, -0.5, -0.1], [-0.9, 0.3, 0.1], [0.9, 0.1, 0.0], [-0.2, -0.3, 0.0], [-0.2, 0.2, 0.0], [-0.7, 0.0, 0.0], [-0.2, -0.1, 0.0], [-0.1, 0.3, 0.1], [0.0, -0.1, 0.0], [0.1, 0.0, 0.0], [1.0, -0.1, 0.0], [-0.1, 0.1, 0.0], [-0.1, 0.1, 0.0], [-0.1, 0.0, 0.0], [0.1, 0.0, 0.0], [0.0, 0.1, 0.0], [-0.1, -0.1, 0.0], [0.1, 0.1, 0.0], [0.0, -0.2, 0.0], [0.0, 0.0, -0.1], [0.0, 0.1, 0.0]],
  "e_lumo_ev": -4.336,
  "homo_energy_ev": -10.16,
  "gap_ev": 5.8273,
  "charge": 1,
  "smiles": "COc1cc(/C=C/c2cc[n+](C)cc2)ccc1OCC(=O)Nc1ccccc1"
}